{"formula": "C3H8N2O2", "method": "ωB97M-V/def2-TZVPD", "gap_ev": [8.721, 7.924], "spin_multiplicity": 3, "homo_ev": [-7.743, -10.051], "de_lowest_kcal_mol": 54.61, "energy_ha": -378.87522, "species": ["C", "C", "C", "N", "N", "O", "O", "H", "H", "H", "H", "H", "H", "H", "H"], "positions_angstrom": [[-0.062, 0.390, -1.514], [0.727, -1.430, 0.069], [0.121, -0.015, -0.049], [-1.428, 0.541, 1.625], [0.868, 1.046, 0.616], [-2.487, 0.319, 2.032], [-1.174, -0.229, 0.400], [-0.573, 1.440, -1.410], [0.794, 0.430, -2.092], [-0.930, -0.054, -2.130], [0.394, -2.009, 0.848], [1.808, -1.300, 0.199], [0.375, -1.975, -0.824], [0.294, 1.861, 0.573], [1.273, 0.985, 1.657]], "forces_ev_per_angstrom": [[-4.39, 2.41, 0.41], [1.46, 1.65, -2.16], [2.02, -1.21, -0.22], [3.48, -0.05, -2.27], [1.18, -0.69, 2.02], [-4.38, -0.40, 2.37], [-2.17, 0.87, 1.21], [1.43, -1.28, -0.40], [1.79, 0.15, -0.92], [1.52, -0.40, 1.36], [-1.05, -0.80, 2.30], [-0.03, -0.53, -0.69], [0.86, 0.14, 0.17], [-0.10, 0.77, 0.03], [-1.61, -0.63, -3.21]], "lowdin_charge": [-0.028, -0.004, -0.691, -0.076, 0.065, 0.084, -0.064, 0.114, 0.050, 0.115, 0.045, 0.089, 0.094, 0.050, 0.157]}



{"formula": "C3H8N2O2", "method": "ωB97M-V/def2-TZVPD", "gap_ev": [8.473, 4.611], "spin_multiplicity": 2, "homo_ev": [-13.441, -13.441], "de_lowest_kcal_mol": 41.28, "energy_ha": -378.74892, "total_charge": 1, "species": ["C", "C", "N", "C", "N", "H", "H", "H", "H", "H", "H", "O", "H", "H", "O"], "positions_angstrom": [[2.188, 1.058, 0.666], [2.650, 0.010, 1.518], [2.073, -1.137, 1.196], [1.345, -0.879, 0.108], [1.364, 0.438, -0.255], [2.371, 2.073, 0.330], [3.531, 0.105, 2.137], [0.850, -1.623, -0.503], [0.602, 0.885, -0.749], [-1.326, -0.444, 0.566], [-2.164, 0.344, 1.480], [-2.231, -0.097, 0.613], [-5.468, -0.087, -3.209], [-4.674, 0.336, -2.028], [-4.642, 0.367, -2.996]], "forces_ev_per_angstrom": [[-1.61, 0.26, -3.08], [0.79, -0.13, -0.11], [0.52, 0.05, -0.22], [-0.38, -0.22, -0.09], [0.40, -0.14, 1.99], [0.57, 0.25, 1.27], [-0.34, -0.15, 0.53], [-0.16, -0.07, 0.22], [0.25, 0.18, -0.62], [-0.51, -0.31, -0.29], [-0.66, -0.06, -0.34], [1.11, 0.34, 0.71], [0.15, 0.11, -0.35], [0.28, 0.17, -0.20], [-0.40, -0.29, 0.57]], "lowdin_charge": [0.109, 0.002, 0.149, -0.045, 0.130, 0.159, 0.146, 0.164, 0.182, -0.005, 0.056, -0.047, 0.039, 0.030, -0.071]}